DFT (wB97M-V/def2-TZVPD) results for an isolated molecule of C3H5NO2 at a distorted geometry.

Structure (XYZ):
```
11
C3H5NO2 (wB97M-V/def2-TZVPD)
N -0.658 2.778 0.437
C -0.186 1.740 0.246
C 0.358 0.389 0.034
O 0.547 0.140 -1.354
C -0.603 -0.693 0.552
O -0.132 -1.909 0.048
H 1.299 0.288 0.587
H 1.490 0.126 -1.562
H -1.636 -0.484 0.236
H -0.574 -0.702 1.646
H 0.096 -1.674 -0.871
```

Results
Orbital gap = 11.20 eV



DFT (wB97M-V/def2-TZVPD) results for a cluster of 3 separate species, C3H5NO2 in total.

Structure (XYZ):
```
11
C3H5NO2 (wB97M-V/def2-TZVPD)
N -1.526 1.593 1.519
C -0.861 0.897 0.848
O -0.161 -0.873 1.163
C 0.542 -1.352 0.235
C 0.592 0.125 -1.319
O -0.086 1.101 -0.905
H -2.072 2.338 1.893
H 0.103 -2.111 -0.424
H 1.633 -1.357 0.347
H 1.686 0.192 -1.298
H 0.149 -0.553 -2.059
```

Results
Orbital gap = 9.67 eV



DFT (wB97M-V/def2-TZVPD) results for an isolated molecule of C3H5NO2.

Structure (XYZ):
```
11
C3H5NO2 (wB97M-V/def2-TZVPD)
H 0.209 2.194 -0.254
N -0.613 1.648 0.007
C -0.291 0.470 0.294
C -1.246 -0.605 0.698
O 1.060 0.043 0.320
C 1.576 -0.340 -0.867
O 0.983 -0.350 -1.909
H -1.212 -0.754 1.783
H -0.971 -1.547 0.216
H -2.257 -0.320 0.405
H 2.625 -0.633 -0.725
```

Results
Orbital gap = 11.69 eV



DFT (wB97M-V/def2-TZVPD) results for a cluster of 4 separate species, C3H5NO2 in total at a distorted geometry.

Structure (XYZ):
```
11
C3H5NO2 (wB97M-V/def2-TZVPD)
N -2.231 0.459 0.675
C -1.452 1.131 0.137
O 0.541 1.194 -0.240
C 1.223 0.425 0.420
C 0.444 -1.365 -0.545
O 1.194 -2.132 -0.043
H -1.834 -1.338 -0.100
H -1.367 2.054 -0.375
H 0.942 0.092 1.423
H 2.290 0.393 0.196
H 0.251 -0.912 -1.549
```

Results
Orbital gap (alpha / beta) = 7.41 / 7.86 eV



DFT (wB97M-V/def2-TZVPD) results for an isolated molecule of C3H5NO2.

Structure (XYZ):
```
11
C3H5NO2 (wB97M-V/def2-TZVPD)
H -1.374 -1.012 -2.101
N -0.874 -0.406 -1.456
C 0.166 -0.981 -1.033
O 1.029 -0.414 -0.165
C 0.612 0.828 0.400
C -0.363 0.540 1.529
O -1.375 1.157 1.735
H 0.515 -1.985 -1.285
H 0.158 1.490 -0.340
H 1.520 1.276 0.818
H -0.043 -0.303 2.180
```

Results
Orbital gap = 10.79 eV



DFT (wB97M-V/def2-TZVPD) results for a cluster of 2 separate species, C3H5NO2 in total.

Structure (XYZ):
```
11
C3H5NO2 (wB97M-V/def2-TZVPD)
O -1.266 -1.700 0.313
C -0.405 -1.087 0.816
C 0.596 -0.430 1.380
O 1.412 -1.089 2.292
H 0.674 0.640 1.231
H 2.205 -1.379 1.825
C -0.294 1.083 -1.734
N -1.105 1.086 -0.761
H 0.717 1.468 -1.580
H -0.525 0.713 -2.740
H -2.007 0.695 -1.042
```

Results
Orbital gap = 9.21 eV



DFT (wB97M-V/def2-TZVPD) results for a structure of composition C3H5NO2.

Structure (XYZ):
```
11
C3H5NO2 (wB97M-V/def2-TZVPD)
N -1.519 -0.039 1.269
C -1.195 0.135 0.037
O -1.682 0.229 -1.103
C 0.318 0.227 -0.195
C 1.334 -0.237 -1.111
O 1.064 1.155 -0.692
H 0.050 -0.133 1.749
H -2.513 -0.150 1.432
H 0.832 -0.102 1.473
H 2.263 -0.642 -0.722
H 1.048 -0.443 -2.138
```

Results
Orbital gap = 9.15 eV



DFT (wB97M-V/def2-TZVPD) results for an isolated molecule of C3H5NO2.

Structure (XYZ):
```
11
C3H5NO2 (wB97M-V/def2-TZVPD)
C 0.608 -1.469 0.657
N -0.255 -0.417 0.169
C 0.244 0.736 -0.310
O 1.425 1.034 -0.386
C -0.830 1.716 -0.771
O -2.007 1.442 -0.787
H 1.092 -2.007 -0.166
H 1.390 -1.036 1.287
H 0.021 -2.174 1.250
H -1.259 -0.522 0.144
H -0.429 2.697 -1.086
```

Results
Orbital gap = 9.92 eV



DFT (wB97M-V/def2-TZVPD) results for an isolated molecule of C3H5NO2 at a distorted geometry.

Structure (XYZ):
```
11
C3H5NO2 (wB97M-V/def2-TZVPD)
C -0.665 1.676 -0.878
N 0.557 0.896 -1.001
C 0.759 -0.087 -0.253
O -0.144 -0.423 0.749
C -0.158 -1.530 1.448
O 0.739 -2.440 1.063
H -1.178 1.655 -1.845
H -0.391 2.718 -0.685
H -1.356 1.336 -0.099
H 1.649 -0.707 -0.300
H 0.402 -2.998 1.783
```

Results
Orbital gap = 10.17 eV



DFT (wB97M-V/def2-TZVPD) results for a cluster of 2 separate species, C3H5NO2 in total at a distorted geometry.

Structure (XYZ):
```
11
C3H5NO2 (wB97M-V/def2-TZVPD)
C -0.470 1.342 0.487
O -0.405 0.064 -0.138
C -1.022 -0.974 0.427
O -0.841 -2.098 0.043
H -0.369 2.080 -0.309
H 0.357 1.452 1.194
H -1.428 1.481 0.999
H -1.709 -0.704 1.250
C 1.954 -0.910 -1.321
N 2.739 -0.081 -1.482
H 1.194 -1.652 -1.148
```

Results
Orbital gap = 12.06 eV



For each record above, in turn, the calculated calculated total energy values are -8776.10177; -8771.74584; -8776.83261; -8768.75266; -8776.01866; -8774.46474; -8771.93492; -8776.97348; -8774.21295; -8775.97643 eV.
For each record above, in turn, the calculated relative energy (zero: lowest compared OMol25 entry of this formula, charge and spin) values are 36.7; 137.2; 19.9; 206.2; 38.7; 74.5; 132.8; 16.6; 80.3; 39.6 kcal per mole.